No. 1
Formula: C4H11N2S
Source: the Open Molecules 2025 dataset
Level of theory: ωB97M-V/def2-TZVPD

Frontier orbital gap (alpha / beta) in Eh: 0.2639 / 0.2638
Total charge: +1
Energy above the lowest of the compared OMol25 structures with the same formula, charge and spin in eV: 4.683
HOMO energy (alpha / beta) in eV: -12.4 / -12.4

Atoms and positions in Å:
C: -0.82992 -0.48968 -0.78358
C: -2.18243 -0.00295 -0.40301
C: -2.43817 1.39196 -0.10965
C: 0.99348 -1.22660 1.14756
N: 2.97857 0.58357 -0.76210
N: -2.14912 0.66502 0.91793
S: 0.25082 0.23649 0.49414
H: -0.64728 -1.56425 -0.93609
H: -0.58129 0.08273 -1.68587
H: -2.95928 -0.70324 -0.51278
H: 2.40051 1.49725 -0.73954
H: -2.77224 2.31169 -0.56839
H: 1.67509 -1.50772 0.36016
H: 1.50958 -0.80453 1.94642
H: 0.07468 -1.88600 1.40583
H: 3.62526 0.57543 -0.04142
H: -2.48971 0.31309 1.80572
H: 3.54145 0.52773 -1.53533

These are the Löwdin partial charges, in e, on atoms 1 to 2: -0.349, -0.263

No. 2
Formula: C3H6N3
Source: the Open Molecules 2025 dataset
Level of theory: ωB97M-V/def2-TZVPD

Frontier orbital gap (alpha / beta) in Eh: 0.2584 / 0.2583
SMILES: [H]/N=N/C=[NH+]/C=C
Total charge: +1
Energy above the lowest of the compared OMol25 structures with the same formula, charge and spin in eV: 4.874
HOMO energy (alpha / beta) in eV: -12.8 / -12.8

Atoms and positions in Å:
H: -3.87802 -0.94989 0.39625
N: -3.03508 -0.63887 -0.27429
N: -2.20721 0.05851 0.19379
C: -1.09384 0.75069 0.16122
N: 0.08025 0.07065 -0.06951
C: 1.41931 0.53508 -0.03968
C: 2.54337 -0.58574 -0.02726
H: -1.23063 1.84669 0.04744
H: -0.05486 -0.83821 -0.38615
H: 1.56014 1.64748 0.06785
H: 3.55988 -0.24143 -0.06624
H: 2.33669 -1.65496 -0.00344

These are the Löwdin partial charges, in e, on atoms 1 to 2: 0.188, 0.226

No. 3
Formula: C8H4CrNO5S
Source: the Open Molecules 2025 dataset
Level of theory: ωB97M-V/def2-TZVPD

Frontier orbital gap (alpha / beta) in Eh: 0.2585 / 0.2303
Total charge: +2
Energy above the lowest of the compared OMol25 structures with the same formula, charge and spin in eV: 0.236
2S+1: 4
HOMO energy (alpha / beta) in eV: -17.6 / -17.6

Atoms and positions in Å:
O: 1.00588 2.15630 4.27678
C: 0.30336 2.94667 3.86516
Cr: -0.25109 0.80567 -0.61939
O: -3.33767 1.15861 -0.26126
C: -2.18387 1.02335 -0.12562
C: -1.15344 0.04561 -1.95097
O: -1.82464 -0.48847 -2.75734
C: 2.27241 0.24410 -2.81413
O: 2.51685 0.02761 -3.91147
C: -0.24317 2.65307 -1.22958
O: -0.67458 3.72391 -1.49230
H: -1.17612 1.02312 0.75158
S: 1.85707 -2.41548 1.64320
C: 0.30648 -2.96091 1.20106
C: -0.33100 -2.06384 0.33479
N: 0.37496 -0.81253 0.23622
C: 1.60999 -0.89679 0.81825
H: -0.11781 -3.91947 1.46298
H: -1.29322 -2.16733 -0.23289
H: 2.33959 -0.08318 0.80494

These are the Löwdin partial charges, in e, on atoms 1 to 2: 0.016, -0.001

No. 4
Formula: C14H13Cl24F4N2O2S
Source: the Open Molecules 2025 dataset
Level of theory: ωB97M-V/def2-TZVPD

Frontier orbital gap in Eh: 0.2820
Total charge: +1
Energy above the lowest of the compared OMol25 structures with the same formula, charge and spin in eV: 0.000
HOMO energy in eV: -12.1

Atoms and positions in Å:
N: -3.07220 4.97474 1.82030
C: -2.90623 3.63191 2.00155
C: -2.18195 2.86235 1.04669
C: -2.02094 1.53577 1.26736
N: -2.51421 0.90651 2.38081
S: -2.21537 -0.79866 2.52953
O: -2.96605 -1.44137 1.51216
O: -2.45125 -1.28900 3.83882
C: -0.35830 -0.93289 2.26035
F: -0.07391 -1.07263 0.97608
F: 0.05400 -1.95005 2.96461
F: 0.21750 0.17308 2.71563
C: -3.22212 1.63475 3.27570
F: -3.72949 1.03224 4.31570
C: -3.44153 2.97198 3.11750
H: -3.48058 5.34902 2.67113
H: -2.20550 5.45583 1.61130
H: -1.78241 3.34907 0.16708
H: -1.47777 0.95582 0.52969
H: -4.01519 3.48291 3.87594
C: 2.88547 1.67239 0.31693
Cl: 3.33323 1.71455 -1.37962
Cl: 1.21646 2.25698 0.53489
Cl: 3.07520 0.04722 0.97366
H: 3.54427 2.34218 0.86122
C: -3.48415 7.72518 -0.63393
Cl: -3.00921 6.35731 -1.64456
Cl: -5.19863 7.65384 -0.24765
Cl: -2.51317 7.76588 0.84776
H: -3.29344 8.63765 -1.18390
C: 6.13587 4.94541 0.72643
Cl: 6.41662 5.39538 -0.95074
Cl: 4.44512 4.46026 0.96385
Cl: 7.22196 3.65196 1.22291
H: 6.32545 5.80973 1.34942
C: -1.16893 -5.12362 0.32207
Cl: -0.66312 -3.42537 0.37023
Cl: -2.33121 -5.38731 -0.97346
Cl: 0.22980 -6.18184 0.13321
H: -1.64846 -5.35997 1.26329
C: 1.78882 -4.04884 -2.64992
Cl: 2.29180 -2.35720 -2.60544
Cl: 0.62543 -4.31660 -3.95043
Cl: 3.18596 -5.10652 -2.83738
H: 1.30794 -4.28559 -1.70961
C: 3.38418 -4.82083 -6.86231
Cl: 3.86430 -3.12486 -6.77123
Cl: 2.15686 -5.05599 -8.10762
Cl: 4.78467 -5.85420 -7.15761
H: 2.95472 -5.09975 -5.90805
C: -7.19221 1.56179 2.71299
Cl: -8.16825 1.05047 1.34531
Cl: -5.89848 2.67224 2.18047
Cl: -8.17898 2.32533 3.95067
H: -6.72142 0.68653 3.14309
C: 6.32525 -8.05113 -2.51928
Cl: 7.53990 -9.31769 -2.68220
Cl: 6.38854 -7.32967 -0.90822
Cl: 6.53625 -6.81712 -3.76298
H: 5.34908 -8.49954 -2.65017

These are the Löwdin partial charges, in e, on atoms 1 to 2: 0.144, -0.280

No. 5
Formula: C6H12P
Source: the Open Molecules 2025 dataset
Level of theory: ωB97M-V/def2-TZVPD

Frontier orbital gap (alpha / beta) in Eh: 0.2287 / 0.2487
Total charge: +1
Energy above the lowest of the compared OMol25 structures with the same formula, charge and spin in eV: 4.918
HOMO energy (alpha / beta) in eV: -12.6 / -12.8

Atoms and positions in Å:
C: -1.02392 0.31273 -2.36358
C: -2.07083 0.02646 -1.72958
C: 0.43477 0.51695 -1.74967
C: 0.75566 -0.39638 -0.62978
C: 0.27006 1.35883 1.72897
C: 0.17979 -1.59875 1.87857
P: -0.32786 -0.14811 0.88165
H: -1.01996 0.45970 -3.54249
H: -2.70618 -0.26121 -0.90014
H: 0.93223 0.44803 -2.64095
H: 0.35859 1.66484 -1.55293
H: 0.90980 -1.55295 -0.69717
H: 1.71890 -0.14401 -0.34923
H: 0.73321 0.96840 2.67216
H: -0.57668 1.97833 1.96558
H: 0.92937 1.97066 1.00436
H: -0.27181 -2.54864 1.40529
H: -0.46334 -1.54567 2.79075
H: 1.23819 -1.50920 1.82820

These are the Löwdin partial charges, in e, on atoms 1 to 2: -0.135, 0.263

No. 6
Formula: C3H6N2S2
Source: the Open Molecules 2025 dataset
Level of theory: ωB97M-V/def2-TZVPD

Frontier orbital gap in Eh: 0.3116
SMILES: C/C(=N/S)NC=S
Energy above the lowest of the compared OMol25 structures with the same formula, charge and spin in eV: 1.718
HOMO energy in eV: -8.7

Atoms and positions in Å:
C: 0.29345 1.71328 0.04260
C: -0.43803 0.36456 -0.15066
N: -1.72939 0.56253 -0.22221
S: -2.90867 -0.71395 -0.27169
N: 0.15953 -0.81289 0.14838
C: 1.45305 -1.20273 0.14320
S: 2.76118 -0.44992 -0.42115
H: -0.40926 2.53984 0.16744
H: 0.83413 2.13964 -0.84375
H: 1.04315 1.62008 0.82702
H: -2.13438 -1.90261 -0.52505
H: -0.48839 -1.65308 0.37950
H: 1.56364 -2.20476 0.72638

These are the Löwdin partial charges, in e, on atoms 1 to 2: -0.058, -0.479